[1]
Formula: C4H7N3
Source: the Open Molecules 2025 dataset
Level of theory: ωB97M-V/def2-TZVPD

Each line ends with the Mulliken charge.
Geometry (Å):
N 2.3487 0.8831 -0.5948  -0.539
C 1.4928 0.1141 -0.1628  0.595
N 1.2441 -0.9899 0.3575  -0.399
C -0.0803 -1.5640 0.4619  -0.513
C -0.8780 -0.8446 -0.5796  -0.244
C -0.9475 0.5186 -0.5476  -0.406
N -1.1545 1.2505 0.6298  -0.428
H 2.4485 1.8259 -0.2606  0.247
H -0.4704 -1.3984 1.4738  0.241
H 0.0029 -2.6315 0.2502  0.309
H -1.0410 -1.3566 -1.5148  0.303
H -1.3165 1.0286 -1.4286  0.334
H -1.0541 2.2478 0.5137  0.229
H -0.5948 0.9164 1.4018  0.272

Total energy   -320.79829 Ha
Molar mass   97.12 g mol⁻¹
SMILES string   N=C=NC/C=C\N
Relative energy (zero: lowest compared OMol25 entry of this formula, charge and spin)   223.2 kJ/mol
Total charge   0
F_max   3.84 eV Å⁻¹


[2]
Formula: C4H7N3
Source: the Open Molecules 2025 dataset
Level of theory: ωB97M-V/def2-TZVPD

Each line ends with the Mulliken charge.
Geometry (Å):
C -1.4695 1.6591 0.7821  -0.787
N -0.4657 1.2225 -0.1676  -0.238
C 0.0219 -0.0427 -0.1901  0.727
C -0.5763 -1.2441 0.2485  -1.031
C 0.4291 -2.1151 -0.1225  -0.234
N 1.5819 -1.5363 -0.6360  -0.210
N 1.2934 -0.1847 -0.7675  -0.308
H -2.0075 0.7627 1.0920  0.339
H -1.0105 2.1272 1.6645  0.257
H -2.1680 2.3766 0.3361  0.278
H 0.0161 1.9035 -0.7338  0.250
H 0.4749 -3.1995 -0.0324  0.415
H 2.1019 -1.9193 -1.4164  0.245
H 2.0288 0.3481 -0.3068  0.297

Total energy   -320.76929 Ha
Molar mass   97.12 g mol⁻¹
SMILES string   CNC1=C=CNN1
Relative energy (zero: lowest compared OMol25 entry of this formula, charge and spin)   299.3 kJ/mol
Total charge   0
F_max   0.50 eV Å⁻¹


[3]
Formula: C4H7N3
Source: the Open Molecules 2025 dataset
Level of theory: ωB97M-V/def2-TZVPD

Each line ends with the Mulliken charge.
Geometry (Å):
N 2.4054 -0.4028 0.4640  -0.554
C 1.1141 -0.1398 0.0038  0.769
C 0.6546 1.1471 -0.2514  -0.741
N -0.6807 0.9952 -0.6728  -0.115
C -1.0855 -0.2425 -0.3483  0.126
N -2.4390 -0.4414 -0.0156  -0.612
C 0.0244 -1.0533 -0.1301  -0.708
H 3.0563 0.3004 0.1402  0.255
H 2.7573 -1.3313 0.2774  0.254
H 0.7273 1.9335 0.4961  0.165
H -1.2839 1.7578 -0.9334  0.225
H -2.8506 0.4794 0.1346  0.278
H -2.4248 -0.8654 0.9098  0.277
H 0.0251 -2.1370 -0.0743  0.381

Total energy   -320.83121 Ha
Molar mass   97.12 g mol⁻¹
SMILES string   Nc1c[nH]c(N)c1
Relative energy (zero: lowest compared OMol25 entry of this formula, charge and spin)   136.8 kJ/mol
Total charge   0
F_max   1.15 eV Å⁻¹


[4]
Formula: C4H7N3
Source: the Open Molecules 2025 dataset
Level of theory: ωB97M-V/def2-TZVPD

Each line ends with the Mulliken charge.
Geometry (Å):
C 0.7827 -0.6694 -0.2629  -0.479
C -0.6270 0.2091 -1.8393  -0.337
C 0.0631 -1.7860 0.0875  -0.560
N 0.5387 -0.1357 -1.5500  -0.347
H 1.8292 -0.6134 0.0279  0.501
H -1.3010 0.6412 -0.7595  0.332
H -0.8383 0.6271 -2.8174  0.309
H -0.7564 -2.1296 -0.5159  0.254
H 0.3122 -2.3561 0.9680  0.277
N 0.9304 1.1412 1.9787  -0.583
N -1.1606 1.0960 0.7982  -0.613
C 0.0209 0.9258 1.1898  0.735
H -1.6921 1.9235 0.9895  0.233
H 1.8982 1.1262 1.7053  0.278

Total energy   -320.71651 Ha
Molar mass   97.12 g mol⁻¹
Relative energy (zero: lowest compared OMol25 entry of this formula, charge and spin)   437.9 kJ/mol
Total charge   0
F_max   4.66 eV Å⁻¹